a:
A single C7H6O molecule, computed with ωB97M-V/def2-TZVPD.

Each line ends with the Mulliken charge.
CARTESIAN COORDINATES (ANGSTROEM)
C -2.135 -0.031 -0.227  -0.186
C -1.430 1.097 -0.056  -0.872
C -0.025 0.765 0.426  0.578
C 1.335 1.137 -0.190  -0.491
C 2.030 0.032 -0.211  -0.293
O 1.301 -1.159 0.065  -0.423
C -0.013 -0.694 0.189  0.309
C -1.211 -1.204 -0.022  -0.881
H -3.155 -0.065 -0.519  0.453
H -1.864 2.076 -0.031  0.376
H 0.124 0.951 1.490  0.285
H 1.705 2.170 -0.343  0.311
H 3.039 -0.245 -0.490  0.420
H -1.563 -2.233 -0.080  0.414

HOMO-LUMO gap: 9.1 eV
HOMO: -8.15 eV
SMILES: C1=C[C@@H]2C=COC2=C1

b:
A single C7H6O molecule, computed with ωB97M-V/def2-TZVPD.

Each line ends with the Mulliken charge.
CARTESIAN COORDINATES (ANGSTROEM)
C 2.745 -0.475 0.202  -0.254
C 2.696 1.712 -0.450  -0.518
C 1.964 0.681 -0.368  0.250
C 0.793 -0.382 -0.424  1.033
C 1.713 -1.348 0.184  -0.975
C -0.674 -0.349 -0.404  0.073
C -1.467 1.013 -0.351  -1.373
O 0.039 -0.639 -1.631  -0.460
H 3.834 -0.414 0.544  0.360
H 1.424 -2.335 0.532  0.400
H -1.309 -1.207 0.028  0.338
H -2.500 0.924 -0.517  0.359
H -0.985 1.645 -0.997  0.429
H -1.239 1.442 0.581  0.337

HOMO-LUMO gap: 9.2 eV
HOMO: -9.47 eV

c:
A single C7H6O molecule, computed with ωB97M-V/def2-TZVPD.

Each line ends with the Mulliken charge.
CARTESIAN COORDINATES (ANGSTROEM)
C 0.764 1.089 1.711  -0.997
C 0.066 -0.095 1.176  -0.061
C -0.271 -0.408 -0.112  0.271
C -0.967 -1.595 -0.494  -0.453
C -0.818 -1.569 -1.839  -0.599
C 0.007 0.022 -1.468  -0.179
C 0.538 1.273 -1.769  0.444
O 0.883 2.373 -1.917  -0.391
H 0.410 1.427 2.693  0.322
H 0.834 1.812 0.920  0.240
H 1.778 0.671 1.913  0.266
H -0.549 -0.582 1.875  0.301
H -1.527 -2.294 0.028  0.475
H -1.147 -2.123 -2.717  0.362

HOMO-LUMO gap: 8.4 eV
HOMO: -8.07 eV
SMILES: C/C=C1/C=CC1=C=O

The structure with the most favorable energy is a; the runner-up is 0.0919 hartree above it.

a:
A single C7H6O molecule, computed with ωB97M-V/def2-TZVPD.

Each line ends with the Mulliken charge.
CARTESIAN COORDINATES (ANGSTROEM)
O 3.024 -0.256 0.865  -0.404
C 2.159 0.218 0.237  0.698
C 1.270 0.699 -0.547  -0.833
C -0.196 0.659 -0.337  0.277
C -0.999 -0.274 -1.339  -0.435
C -1.245 -1.411 -0.655  -0.087
C -0.888 -1.458 0.640  -0.376
C -0.653 0.068 0.986  -0.715
H 1.617 1.466 -1.384  0.235
H -0.579 1.814 -0.499  0.306
H -1.167 0.080 -2.362  0.405
H -0.699 -2.413 1.099  0.392
H -1.614 0.626 1.310  0.253
H -0.031 0.182 1.984  0.284

HOMO-LUMO gap (alpha / beta): 7.5 / 8.1 eV
HOMO (alpha / beta): -7.91 / -8.51 eV
SMILES: O=C=C[C@H]1C=C=CC1

b:
A single C7H6O molecule, computed with ωB97M-V/def2-TZVPD.

Each line ends with the Mulliken charge.
CARTESIAN COORDINATES (ANGSTROEM)
C 1.892 0.705 0.368  -0.974
C 0.743 0.115 0.095  0.609
C -0.806 0.892 -0.306  0.137
C -1.350 2.081 -0.102  -0.716
C -1.236 -0.437 -0.560  0.471
O -2.133 -0.987 -1.160  -0.575
C 0.106 -1.110 -0.019  0.390
C 0.326 -2.403 0.198  -1.029
H 2.747 0.117 0.689  0.271
H 2.015 1.777 0.260  0.275
H -2.425 2.173 0.023  0.269
H -0.732 2.966 0.006  0.252
H 1.295 -2.754 0.531  0.286
H -0.444 -3.134 -0.022  0.332

HOMO-LUMO gap: 8.5 eV
HOMO: -9.29 eV
SMILES: C=C1C(=C)C(=O)C1=C

c:
A molecular structure, C7H6O, computed with ωB97M-V/def2-TZVPD.

Each line ends with the Mulliken charge.
CARTESIAN COORDINATES (ANGSTROEM)
C 1.813 -0.102 -0.008  0.261
C 0.984 -0.914 -0.467  0.465
C 2.766 0.737 0.256  -1.018
C -1.520 0.266 0.840  -0.394
C -0.210 -1.364 -0.753  -0.942
C -1.401 -0.486 -0.472  0.167
C -1.429 0.892 -1.024  -0.344
O -1.851 1.442 0.094  -0.162
H 3.804 0.635 -0.007  0.287
H 2.584 1.805 0.404  0.233
H -2.321 -0.019 1.437  0.303
H -0.553 0.416 1.266  0.223
H -0.385 -2.342 -0.871  0.449
H -2.282 -0.967 -0.694  0.473

HOMO-LUMO gap: 8.2 eV
HOMO: -8.30 eV

The structure with the most favorable energy is b; the runner-up is 0.0767 hartree above it.

a:
2 unconnected molecules or ions with the total composition C3H10N, computed with ωB97M-V/def2-TZVPD.

Each line ends with the Mulliken charge.
CARTESIAN COORDINATES (ANGSTROEM)
N -0.844 -1.132 -1.643  -2.321
H -0.500 -0.446 -2.348  0.742
H -0.625 -0.607 -0.723  0.189
H -1.823 -1.225 -1.716  0.725
H -0.323 -2.088 -2.055  0.684
C 1.536 0.468 1.156  -1.037
C 0.073 0.282 1.247  0.131
C -0.851 0.890 0.377  -1.004
H 2.059 0.977 2.008  0.323
H 1.951 -0.520 0.988  0.277
H 1.903 1.175 0.315  0.283
H -0.149 -0.303 2.202  0.252
H -1.911 0.796 0.501  0.449
H -0.495 1.733 -0.308  0.306

HOMO-LUMO gap (alpha / beta): 4.6 / 10.7 eV
2S+1: 2
HOMO (alpha / beta): -3.78 / -9.78 eV

b:
A single C3H10N molecule, computed with ωB97M-V/def2-TZVPD.

Each line ends with the Mulliken charge.
CARTESIAN COORDINATES (ANGSTROEM)
C -0.714 -1.817 -0.047  -1.167
C 0.338 -0.799 -0.227  -0.402
N -0.252 0.647 0.251  -1.967
C 0.795 1.863 -0.012  -1.585
H -0.944 -1.968 1.066  0.354
H -0.276 -2.709 -0.388  0.373
H -1.761 -1.631 -0.555  0.389
H 0.584 -0.712 -1.327  0.286
H 1.295 -0.871 0.357  0.395
H -1.037 0.908 -0.354  0.710
H -0.742 0.770 1.130  1.071
H 0.793 2.098 -1.076  0.507
H 0.241 2.622 0.618  0.570
H 1.679 1.598 0.564  0.467

HOMO-LUMO gap (alpha / beta): 4.3 / 13.2 eV
2S+1: 2
HOMO (alpha / beta): -3.26 / -12.41 eV

The structure with the most favorable energy is b; the runner-up is 0.0075 hartree above it.